Record 1
Molecular formula: C12H46N20O12
Method: DFT, the ωB97M-V functional and the def2-TZVPD basis

Structure (XYZ):
```
90
C12H46N20O12 (the ωB97M-V functional and the def2-TZVPD basis)
N -3.634 -1.414 2.020
C -3.489 -1.477 3.394
N -4.649 -1.372 4.130
O -2.431 -1.645 3.955
H -4.529 -1.115 1.713
H -2.737 -1.132 1.496
H -5.585 -1.693 3.866
H -4.442 -1.418 5.137
N -3.915 -3.429 -1.683
C -4.548 -2.343 -2.198
N -3.655 -1.393 -2.559
O -5.771 -2.319 -2.316
H -2.935 -3.293 -1.503
H -4.475 -3.961 -0.973
H -2.708 -1.270 -2.234
H -3.847 -0.749 -3.317
N 1.989 3.640 2.860
C 1.512 3.516 1.585
N 1.689 4.632 0.645
O 1.129 2.474 1.024
H 1.963 4.591 3.158
H 1.593 3.023 3.543
H 1.268 4.365 -0.211
H 1.971 5.591 0.745
N -1.125 -4.371 1.184
C -0.755 -4.968 -0.016
N -0.384 -4.070 -0.973
O -0.763 -6.155 -0.257
H -1.304 -5.164 1.777
H -0.601 -3.599 1.508
H -0.117 -4.418 -1.874
H -0.112 -3.114 -0.755
N -0.127 2.130 -1.593
C 0.326 1.825 -2.819
N -0.535 2.087 -3.909
O 1.436 1.347 -2.938
H 0.491 2.246 -0.788
H -1.147 2.060 -1.601
H -0.396 1.477 -4.709
H -1.385 2.547 -3.649
N 4.229 1.513 1.252
C 3.921 0.378 1.988
N 4.409 0.266 3.333
O 3.312 -0.559 1.484
H 3.949 1.534 0.268
H 4.866 2.171 1.581
H 5.257 0.728 3.608
H 4.142 -0.643 3.688
N -3.154 1.786 -0.789
C -3.063 2.907 -0.037
N -2.072 2.875 0.940
O -3.734 3.898 -0.322
H -4.058 1.938 -1.294
H -2.820 0.895 -0.486
H -1.727 3.751 1.302
H -1.446 2.035 0.974
N -0.747 -2.938 -4.462
C -0.219 -1.749 -3.898
N 0.696 -1.084 -4.731
O -0.623 -1.362 -2.820
H -0.568 -3.203 -5.424
H -1.559 -3.406 -4.072
H 1.211 -1.705 -5.359
H 1.301 -0.426 -4.238
N -0.326 0.178 5.996
C -0.249 1.104 4.980
N -1.408 1.221 4.134
O 0.741 1.865 4.817
H -0.910 -0.603 5.663
H 0.508 -0.192 6.444
H -1.269 1.905 3.395
H -2.231 0.664 4.124
N 0.149 -1.139 2.018
C -0.179 -0.569 0.853
N 0.770 -0.614 -0.095
O -1.326 -0.144 0.590
H -0.601 -1.159 2.687
H 1.096 -1.193 2.344
H 1.766 -0.743 0.231
H 0.599 -0.292 -1.030
O 4.640 -0.693 -3.093
C 5.621 0.323 -3.115
C 4.817 1.619 -3.337
O 3.936 1.525 -2.233
H 3.881 -0.478 -2.609
H 6.104 0.261 -2.169
H 6.326 0.012 -3.883
H 4.267 1.509 -4.262
H 5.448 2.492 -3.370
H 3.062 1.875 -2.434
```

The value obtained for the HOMO energy is -9.575 eV. The total charge is 0. The SMILES is NC(N)=O.NC(N)=O.NC(N)=O.NC(N)=O.NC(N)=O.NC(N)=O.NC(N)=O.NC(N)=O.NC(N)=O.NC(N)=O.OCCO. For the HOMO-LUMO gap, the calculation gives 9.92 eV.

***

Record 2
Molecular formula: C35H29Br2N4O2RuS2
Method: DFT, the ωB97M-V functional and the def2-TZVPD basis

Structure (XYZ):
```
75
C35H29Br2N4O2RuS2 (the ωB97M-V functional and the def2-TZVPD basis)
Ru -1.275 2.169 -0.407
Br 0.213 8.658 -1.111
C -0.134 6.856 -0.845
C 0.903 5.949 -0.705
C 0.593 4.613 -0.529
N -0.667 4.166 -0.492
C -1.684 5.059 -0.602
C -1.453 6.403 -0.783
C -3.045 4.461 -0.555
C -4.225 5.229 -0.560
C -5.477 4.578 -0.529
Br -7.024 5.617 -0.486
C -5.531 3.224 -0.533
C -4.287 2.407 -0.564
N -3.050 3.150 -0.509
H 1.935 6.263 -0.737
H 1.364 3.863 -0.418
H -2.268 7.103 -0.882
H -4.184 6.306 -0.562
H -6.467 2.684 -0.514
H -4.262 1.796 -1.479
S 0.747 1.267 -1.155
C 1.528 -0.226 -0.696
N 2.648 -0.345 0.020
C 3.041 -1.704 0.409
C 2.804 -2.644 -0.755
N 1.398 -2.564 -1.165
C 0.675 -3.810 -1.434
C 0.581 -4.656 -0.190
C -0.038 -4.147 0.950
C -0.102 -4.906 2.106
C 0.451 -6.182 2.131
C 1.062 -6.694 0.999
C 1.130 -5.929 -0.161
C 0.846 -1.358 -1.187
S -0.696 -0.983 -1.883
C 3.552 0.755 0.365
C 4.819 0.687 -0.447
C 6.026 0.360 0.155
C 7.184 0.260 -0.607
C 7.134 0.482 -1.973
C 5.928 0.815 -2.580
C 4.775 0.916 -1.821
H 2.442 -2.009 1.272
H 4.092 -1.700 0.688
H 3.031 -3.672 -0.479
H 3.435 -2.355 -1.601
H 1.193 -4.345 -2.233
H -0.315 -3.547 -1.810
H -0.482 -3.157 0.929
H -0.586 -4.509 2.989
H 0.399 -6.776 3.033
H 1.492 -7.686 1.015
H 1.605 -6.333 -1.047
H 3.772 0.687 1.432
H 3.014 1.689 0.191
H 6.068 0.194 1.225
H 8.123 0.013 -0.131
H 8.033 0.398 -2.568
H 5.892 0.999 -3.646
H 3.836 1.179 -2.297
O -4.394 1.488 0.545
C -3.528 0.487 0.688
O -2.374 0.521 0.237
C -4.014 -0.655 1.450
C -5.186 -0.568 2.206
C -5.651 -1.691 2.864
C -4.966 -2.895 2.745
C -3.801 -2.982 1.993
C -3.313 -1.858 1.352
H -5.714 0.371 2.295
H -6.547 -1.632 3.465
H -5.347 -3.775 3.245
H -3.278 -3.924 1.906
H -2.402 -1.903 0.770
```

The value obtained for the HOMO energy (alpha / beta) is -11.969 / -13.364 eV. The total charge is +2. For the HOMO-LUMO gap (alpha / beta), the calculation gives 5.67 / 5.45 eV. The multiplicity is 6.

***

Record 3
Molecular formula: C20H33N6O
Method: DFT, the ωB97M-V functional and the def2-TZVPD basis

Structure (XYZ):
```
60
C20H33N6O (the ωB97M-V functional and the def2-TZVPD basis)
C 3.459 2.574 0.998
C 3.738 1.195 0.413
C 2.481 0.481 -0.087
C 1.955 1.106 -1.382
C 0.544 0.645 -1.836
C 0.207 -0.714 -1.300
N -0.722 -0.965 -0.396
N -0.766 -2.285 -0.232
N 0.076 -2.849 -0.976
N 0.717 -1.908 -1.674
C 1.729 -2.248 -2.637
C 2.736 -3.219 -2.022
O 3.412 -2.543 -0.990
C 4.384 -3.338 -0.347
N -0.443 1.659 -1.539
C -1.659 1.718 -2.299
C -2.825 0.908 -1.674
N -2.628 0.797 -0.214
C -3.857 0.370 0.495
C -3.564 0.048 1.937
C -4.008 0.885 2.953
C -3.731 0.585 4.276
C -3.002 -0.549 4.590
C -2.555 -1.386 3.581
C -2.835 -1.093 2.258
C -2.047 2.042 0.312
C -0.597 2.156 -0.183
H 3.062 3.255 0.250
H 4.378 3.005 1.385
H 2.746 2.506 1.817
H 4.452 1.282 -0.408
H 4.199 0.576 1.184
H 2.732 -0.566 -0.265
H 1.727 0.512 0.703
H 2.674 0.891 -2.174
H 1.906 2.189 -1.281
H 0.555 0.560 -2.931
H 1.252 -2.720 -3.501
H 2.238 -1.333 -2.942
H 2.209 -4.100 -1.628
H 3.440 -3.547 -2.800
H 3.926 -4.215 0.121
H 5.151 -3.668 -1.055
H 4.837 -2.709 0.416
H -1.478 1.368 -3.316
H -1.950 2.771 -2.366
H -2.873 -0.102 -2.088
H -3.773 1.410 -1.878
H -1.860 0.023 -0.089
H -4.602 1.167 0.422
H -4.239 -0.518 -0.015
H -4.584 1.768 2.712
H -4.087 1.236 5.059
H -2.789 -0.784 5.621
H -1.993 -2.275 3.822
H -2.492 -1.760 1.480
H -2.066 2.011 1.402
H -2.654 2.886 -0.024
H 0.057 1.596 0.484
H -0.298 3.212 -0.141
```

The value obtained for the HOMO energy is -11.963 eV. The total charge is +1. The SMILES is CCCC[C@@H](c1nnnn1CCOC)N1CC[NH+](Cc2ccccc2)CC1. For the HOMO-LUMO gap, the calculation gives 9.99 eV.

***

Number 1: electronic energy -67572.8001 eV. Number 2: electronic energy -211142.9517 eV. Number 3: electronic energy -32256.6559 eV.